Entry 1:
A structure of composition C29H89B3F3N7O10Pt2S at a distorted geometry, computed with ωB97M-V/def2-TZVPD.

The geometry in XYZ format:
```
144
Properties=species:S:1:pos:R:3:forces:R:3
O 4.051 7.959 -2.267 0.6 0.5 -0.6
H 3.167 -2.712 -4.989 -0.6 0.0 0.3
H -2.514 -2.932 -6.891 0.1 0.2 0.5
C -0.170 10.577 1.900 -1.4 -1.6 -0.9
C 5.723 -1.881 -5.094 -0.3 -1.8 -0.2
H -1.958 0.396 -5.672 -0.5 0.4 0.2
H 0.170 9.930 2.708 0.1 0.6 0.6
C -1.822 8.864 1.217 2.2 0.2 -0.7
H -6.162 -6.735 2.081 0.2 -0.4 -0.1
H 6.206 -5.754 4.324 -0.1 0.0 0.2
H -4.972 -5.828 1.167 0.3 -0.1 -0.2
H 6.803 -3.827 -3.828 0.4 0.1 0.4
H -10.372 0.621 9.229 -0.2 -0.2 -0.1
H -3.993 7.681 -0.445 -0.2 0.5 0.6
H 7.055 -3.939 5.793 0.2 0.4 -0.1
H -9.683 -0.829 5.151 -0.4 0.0 -0.2
H 4.225 -7.698 3.338 1.4 0.1 0.2
H 6.377 -0.763 1.395 1.1 -1.2 3.6
F -2.035 -1.381 1.870 -0.5 -1.4 0.3
H 1.142 5.574 5.760 0.1 -2.7 4.1
H 5.058 1.250 4.383 2.7 -4.0 0.2
H -1.089 11.128 2.099 0.3 0.5 0.8
H -8.996 -0.488 9.119 0.0 -0.1 -0.2
H 5.419 4.781 -4.233 0.2 -0.5 -0.4
B 6.119 -0.464 0.390 2.3 -4.9 1.2
O -8.075 0.124 5.936 -0.2 0.3 0.4
C 4.192 -6.852 2.651 -1.5 0.2 0.4
S -0.648 0.518 0.743 0.4 1.5 -0.8
H 0.617 11.242 1.546 -0.1 -0.3 -0.2
C -4.491 -7.801 -0.624 -0.3 0.3 0.1
N 3.959 -4.416 2.170 -0.7 -1.1 1.7
H -1.188 -0.926 -6.314 0.1 -0.6 -0.8
C -2.030 -0.269 -6.533 -0.9 2.0 -0.1
N -11.344 -1.122 7.435 1.0 -0.7 0.6
H -4.814 -6.908 -1.159 0.0 0.0 -0.7
C -9.583 0.252 8.574 -0.3 -0.3 -1.3
O -1.886 0.569 -7.724 -0.5 -1.0 0.5
O 0.676 -0.164 0.682 -2.0 0.3 0.1
H 4.600 6.976 -4.003 0.1 0.4 -0.3
F -3.275 -0.324 0.475 0.1 -0.4 -0.5
O -0.790 1.299 2.007 -0.3 -1.5 -1.2
H -4.440 -9.853 -3.240 0.0 0.2 -0.3
H -4.968 -1.547 -5.321 0.0 -0.4 0.5
H 4.267 2.390 5.367 -0.8 1.0 4.5
H 4.908 2.959 3.842 1.5 2.9 -2.1
Pt 1.010 2.482 5.573 1.1 0.2 -0.8
C 4.330 -5.463 3.219 1.7 1.5 0.2
B 4.431 2.126 4.334 -0.3 0.2 -0.2
H 7.411 -0.738 -6.840 -0.6 0.7 0.4
C -7.143 -0.463 5.069 1.0 0.8 0.3
C -0.606 1.127 -7.951 -0.7 -0.1 0.3
C -3.900 -1.394 -5.160 -0.4 0.9 -1.6
H -10.658 0.702 6.871 0.2 0.1 -0.7
H -2.648 9.572 1.161 -0.3 -0.3 -0.2
C -5.759 -6.578 1.081 0.6 -1.4 -0.6
C -1.896 7.664 0.224 -0.2 0.4 -0.9
H 5.737 -1.108 -4.326 0.4 0.3 0.1
H 6.077 -2.796 -2.771 0.5 0.0 0.4
H -1.065 5.808 -0.062 0.0 -0.2 0.0
H -3.416 -2.293 -4.779 0.0 0.1 -0.1
C -10.208 -0.236 7.197 0.7 1.3 0.1
O 7.006 -2.308 -5.536 -0.1 0.1 0.1
C -3.328 7.056 0.151 0.5 0.3 -0.1
C 3.688 -2.901 -4.050 -1.9 0.5 0.9
O 5.566 -3.760 4.307 0.5 0.7 1.6
H -6.279 0.187 4.930 -0.2 0.5 0.2
H -11.675 -1.626 6.624 0.0 0.4 -0.6
H 7.999 -0.630 -5.067 0.2 0.6 -0.5
H 2.779 9.340 -3.143 0.0 -0.2 -0.8
H -1.765 8.484 2.237 0.2 0.0 0.4
H -4.350 -10.589 0.312 -0.8 0.7 0.3
H 3.100 -4.853 1.868 -0.5 0.7 -0.9
H -4.167 -0.479 -7.172 0.3 0.3 0.2
H -4.610 -11.232 -1.221 0.5 -0.1 -0.4
H 8.732 -1.624 -6.402 0.3 -0.3 0.7
O -5.269 -7.881 0.539 -1.2 1.6 1.8
H 6.348 -4.830 2.832 0.2 -0.4 -0.3
H 4.502 9.366 -3.848 -0.3 -0.8 -0.5
H 2.973 4.747 -1.768 0.0 0.1 -0.2
C 5.709 -5.016 3.695 0.0 0.0 -0.6
H 4.625 -4.503 1.416 0.1 -0.1 -0.3
H -0.708 1.938 -8.672 -0.1 -0.2 -0.2
H -8.965 1.114 8.324 0.3 -0.2 0.1
H 3.506 1.850 3.852 -4.5 -1.1 -2.5
H -1.670 8.163 -0.719 0.0 -0.2 -0.3
H -0.965 6.460 1.441 0.4 -0.8 0.3
H 1.550 5.206 4.131 4.1 -1.4 -2.1
O -0.584 9.636 0.875 -0.8 -0.6 0.1
C -3.404 -1.015 -6.608 2.3 -1.7 1.8
N 3.874 5.027 -1.406 0.9 1.0 1.8
H 3.921 4.016 -3.599 0.1 0.2 -0.1
C -4.742 -9.082 -1.395 1.5 -1.8 0.3
C 4.728 5.640 -2.443 -2.2 -0.7 0.8
H 3.308 -3.763 -3.503 -0.3 0.0 -0.3
H 5.203 -1.501 -5.974 -0.5 0.1 0.0
H -3.060 -10.434 -0.692 0.0 0.3 -1.0
H 3.107 -6.909 2.567 -0.3 0.0 -1.2
H 3.010 6.602 -3.379 -0.2 -0.5 0.0
C -2.077 -0.851 0.654 3.0 1.6 0.2
N 5.942 -3.616 -3.345 -1.1 0.2 -0.5
H -3.443 -7.647 -0.364 0.3 -0.2 -0.1
N -3.134 -2.284 -7.357 -0.9 1.1 -0.7
H -7.559 -0.578 4.068 -0.1 -0.8 0.0
H 4.401 4.187 -1.216 -0.6 -0.4 0.7
H 4.134 10.005 -2.350 0.0 -0.2 0.5
H 5.704 5.943 -2.063 -0.2 0.1 0.3
H -6.570 -6.173 0.477 0.1 -0.1 -0.3
O -1.053 1.275 -0.457 0.8 -0.8 1.2
C 4.040 6.802 -3.084 0.2 0.9 -0.4
N -0.834 6.644 0.456 -0.9 1.5 0.6
H -3.783 -0.566 -4.462 0.1 -0.1 0.0
H 5.019 -3.968 -5.138 0.3 0.1 -0.4
H -8.831 -1.761 6.328 0.2 -0.2 0.4
C 5.048 -3.143 -4.426 3.3 0.0 -1.2
H 5.691 0.524 0.457 -2.7 5.4 -1.3
H -2.597 -1.874 -8.108 0.1 -0.7 -0.8
H 1.101 6.868 4.538 0.3 4.2 -2.9
C 5.989 -3.730 5.705 -0.5 -0.7 -1.5
H -10.903 -1.856 7.970 -0.4 -0.6 0.6
C 7.817 -1.233 -5.957 0.1 -0.7 -0.3
H 3.565 -2.046 -3.385 0.0 0.2 0.0
Pt 3.878 -0.995 2.961 0.4 0.4 0.1
N -4.059 -9.090 -2.700 -0.2 1.2 0.6
H -5.816 -9.206 -1.538 -0.2 0.1 0.4
H -0.152 5.726 4.559 -4.8 1.0 0.5
H -3.659 6.858 1.170 -0.5 0.2 0.0
H 0.027 0.332 -8.346 0.6 0.2 0.2
H 3.713 -5.331 4.108 -0.5 0.0 -0.2
H -0.243 1.612 -7.045 0.4 -0.3 0.2
H 5.460 3.752 -2.768 0.1 -0.3 -0.5
F -1.752 -1.766 -0.318 -1.0 0.8 1.3
H -3.432 6.122 -0.401 0.8 -0.3 0.1
B 0.908 5.826 4.738 0.2 -1.4 0.5
C 4.876 4.473 -3.340 1.3 -0.1 -1.8
H 5.496 -4.570 6.194 -0.3 0.3 0.5
C 3.846 9.176 -2.997 0.0 0.2 1.5
C -4.148 -10.372 -0.737 -0.8 0.0 1.2
H 5.350 -1.117 0.008 -4.5 -1.3 -1.2
H 6.993 -0.404 -0.240 3.5 2.0 -2.1
H 4.705 -6.934 1.693 -0.1 -0.5 0.2
H -4.326 -8.195 -3.085 0.1 -0.1 -1.0
H 5.706 -2.749 6.086 0.1 -0.3 0.2
H -6.695 -1.306 5.594 -0.3 -0.8 -0.7
C -9.162 -0.747 6.105 -1.4 0.6 1.0
```
Positions in Å, forces in eV/Å.

The value obtained for the gap between HOMO and LUMO (alpha / beta) is 4.234 / 2.843 eV. As for the expectation value of S²: 6.0333. The value obtained for the HOMO energy (alpha / beta) is -8.415 / -8.412 eV. For the total energy, the calculation gives -89898.37681 eV. As for the multiplicity: 5.


Entry 2:
A structure of composition C3H2ErFO at a distorted geometry, computed with ωB97M-V/def2-TZVPD.

The geometry in XYZ format:
```
8
Properties=species:S:1:pos:R:3:forces:R:3
O 0.710 1.627 0.101 2.1 -2.3 -1.0
H -1.508 0.748 0.965 0.1 0.4 -0.7
Er 3.518 -0.161 -0.355 0.1 0.2 0.0
C -0.086 -0.537 -0.052 1.9 -0.5 -1.2
F -2.411 -0.551 -0.296 1.9 0.4 1.2
C 1.009 0.454 -0.176 -3.0 2.1 2.1
C -1.298 -0.023 0.220 -2.7 -0.7 0.0
H 0.067 -1.557 -0.407 -0.3 0.5 -0.3
```
Positions in Å, forces in eV/Å.

The value obtained for the gap between HOMO and LUMO (alpha / beta) is 7.882 / 7.191 eV. As for the expectation value of S²: 3.7620. The value obtained for the HOMO energy (alpha / beta) is -18.418 / -18.243 eV. As for the net charge: +2. For the total energy, the calculation gives -35505.61043 eV. As for the multiplicity: 4.